1.
Entry from OMol25: a 4-piece molecular cluster, C27H53F10NO7S overall at a distorted geometry (ωB97M-V with the def2-TZVPD basis set).

Properties
HOMO-LUMO gap in eV: 9.75
LUMO level in eV: 0.279
SMILES string: CCOCCO[C@@]1(C[C@@H](C)F)NC(=O)[C@@H](CCCCCCCCOC)[C@H]1CCC(F)(F)C(F)(F)S(F)(F)(F)(F)F.CO.CO.CO
E_HOMO in eV: -9.5
Calculated total energy in a.u.: -3038.6728
Charge: 0

Last column: Löwdin charge in e.
Atoms and positions in Å:
C (-2.46, -2.13, -4.74)  -0.059
C (-1.04, -1.97, -5.34)  -0.258
O (-0.04, -1.75, -4.35)  -0.178
C (0.16, -2.88, -3.52)  -0.184
C (1.45, -2.64, -2.71)  -0.133
O (1.19, -2.31, -1.35)  -0.070
C (1.41, -0.96, -0.99)  -0.413
C (2.85, -0.44, -1.17)  -0.039
C (2.97, 1.04, -1.51)  -0.339
C (2.64, 1.37, -2.98)  -0.015
F (2.21, 1.86, -0.67)  -0.018
N (0.35, -0.24, -1.72)  0.156
C (-0.82, -0.43, -0.84)  -0.364
O (-1.89, -0.78, -1.16)  0.173
C (-0.28, -0.04, 0.53)  -0.169
C (-1.20, -0.03, 1.76)  -0.135
C (-1.67, 1.41, 2.06)  -0.180
C (-2.78, 1.85, 1.06)  -0.179
C (-2.58, 3.20, 0.35)  -0.199
C (-1.18, 3.45, -0.21)  -0.209
C (-1.16, 4.67, -1.17)  -0.179
C (-0.02, 4.48, -2.20)  -0.159
C (-0.62, 3.91, -3.52)  -0.228
O (0.23, 4.13, -4.64)  -0.188
C (0.25, 3.02, -5.51)  -0.113
C (1.06, -0.82, 0.55)  -0.145
C (1.20, -2.07, 1.44)  -0.108
C (2.55, -2.14, 2.19)  -0.045
C (2.54, -1.44, 3.56)  -0.452
F (3.55, -0.52, 3.52)  0.100
F (1.43, -0.73, 3.79)  0.130
C (2.92, -2.36, 4.76)  -0.466
F (3.40, -1.57, 5.73)  0.133
F (3.91, -3.18, 4.44)  0.154
S (1.51, -3.35, 5.52)  0.778
F (0.84, -2.05, 6.09)  -0.112
F (2.34, -3.48, 6.88)  -0.132
F (2.18, -4.72, 5.07)  -0.132
F (0.66, -3.31, 4.20)  -0.112
F (0.35, -4.19, 6.20)  -0.124
H (-2.91, -3.04, -5.14)  0.070
H (-3.06, -1.27, -5.02)  0.068
H (-2.45, -2.16, -3.65)  0.058
H (-0.76, -2.81, -6.00)  0.111
H (-1.04, -1.06, -5.95)  0.108
H (-0.68, -3.10, -2.86)  0.123
H (0.36, -3.74, -4.19)  0.125
H (2.01, -1.88, -3.26)  0.112
H (1.98, -3.60, -2.68)  0.126
H (3.36, -0.97, -1.98)  0.121
H (3.46, -0.62, -0.29)  0.113
H (4.01, 1.35, -1.38)  0.139
H (1.71, 1.92, -3.07)  0.054
H (3.43, 1.99, -3.40)  0.085
H (2.59, 0.47, -3.60)  0.080
H (0.44, 0.78, -1.70)  0.097
H (0.01, 1.00, 0.41)  0.119
H (-0.75, -0.45, 2.66)  0.094
H (-2.11, -0.61, 1.58)  0.124
H (-0.80, 2.08, 2.09)  0.101
H (-2.10, 1.44, 3.06)  0.105
H (-2.95, 1.07, 0.32)  0.097
H (-3.70, 1.93, 1.64)  0.107
H (-3.26, 3.21, -0.51)  0.108
H (-2.87, 4.06, 0.97)  0.116
H (-0.81, 2.60, -0.79)  0.091
H (-0.50, 3.68, 0.61)  0.113
H (-1.06, 5.61, -0.62)  0.112
H (-2.11, 4.65, -1.71)  0.096
H (0.53, 5.40, -2.42)  0.098
H (0.71, 3.76, -1.84)  0.086
H (-1.58, 4.40, -3.69)  0.122
H (-0.77, 2.84, -3.34)  0.114
H (1.11, 3.13, -6.18)  0.089
H (0.34, 2.07, -4.98)  0.072
H (-0.65, 2.98, -6.15)  0.091
H (1.75, -0.11, 1.00)  0.136
H (1.12, -3.00, 0.88)  0.121
H (0.36, -2.09, 2.13)  0.095
H (3.38, -1.76, 1.61)  0.122
H (2.75, -3.20, 2.35)  0.123
C (2.53, 7.87, -3.48)  -0.169
O (1.61, 7.64, -4.54)  -0.125
H (2.75, 8.94, -3.43)  0.076
H (2.09, 7.56, -2.53)  0.067
H (3.46, 7.32, -3.66)  0.076
H (1.44, 6.69, -4.54)  0.055
C (-3.05, -3.22, 7.94)  -0.150
O (-3.04, -4.06, 6.80)  -0.131
H (-4.09, -2.98, 8.17)  0.078
H (-2.60, -3.73, 8.80)  0.077
H (-2.50, -2.29, 7.74)  0.075
H (-2.12, -4.27, 6.60)  0.051
C (-3.69, -5.53, 3.88)  -0.169
O (-4.51, -5.69, 2.73)  -0.129
H (-3.38, -4.49, 3.95)  0.071
H (-4.25, -5.79, 4.78)  0.073
H (-2.80, -6.16, 3.81)  0.074
H (-4.78, -6.61, 2.69)  0.069

2.
Entry from OMol25: one molecule with the formula C4H10N2S at a distorted geometry (ωB97M-V with the def2-TZVPD basis set).

Properties
HOMO-LUMO gap in eV: 9.68
ΔE to the lowest compared entry with this formula, charge and spin in kJ/mol: 115.16
LUMO level in eV: 0.850
SMILES string: NCC1(S)CNC1
E_HOMO in eV: -8.8
Calculated total energy in a.u.: -666.0591
Charge: 0

Last column: natural (NBO) charge in e.
Atoms and positions in Å:
C (0.14, 0.62, 1.20)  -0.226
C (0.26, -0.31, 0.02)  -0.182
C (0.96, 0.35, -1.15)  -0.225
C (-0.97, -0.35, -0.89)  -0.230
H (-0.59, 0.61, 3.12)  0.367
H (-1.61, -0.08, 2.08)  0.360
H (1.18, 0.91, 1.55)  0.206
H (-0.30, 1.55, 0.75)  0.184
H (1.34, -2.37, -0.57)  0.108
H (1.60, 1.25, -0.95)  0.189
H (1.60, -0.28, -1.74)  0.188
H (-0.45, 0.52, -2.75)  0.358
H (-1.16, -1.27, -1.43)  0.193
H (-1.91, -0.05, -0.38)  0.179
N (-0.62, 0.04, 2.27)  -0.841
N (-0.37, 0.72, -1.75)  -0.622
S (0.92, -1.89, 0.63)  -0.008

3.
Entry from OMol25: a 7-piece molecular cluster, C6H26O10 overall at a distorted geometry (ωB97M-V with the def2-TZVPD basis set).

Properties
HOMO-LUMO gap in eV: 8.86
ΔE to the lowest compared entry with this formula, charge and spin in kJ/mol: 230.54
LUMO level in eV: -0.235
SMILES string: OCCO.OCCO.OCCO.O.O.O.O
E_HOMO in eV: -9.1
Calculated total energy in a.u.: -996.5114
Charge: 0

Last column: natural (NBO) charge in e.
Atoms and positions in Å:
O (-0.64, -0.37, -0.01)  -1.006
H (-0.53, 0.07, -0.90)  0.495
H (-1.47, -0.03, 0.33)  0.500
O (-0.30, 0.28, -2.58)  -0.950
H (-0.51, 1.10, -3.02)  0.500
H (0.02, -0.33, -3.24)  0.496
O (2.41, 0.34, -1.67)  -0.968
H (1.45, 0.39, -1.86)  0.497
H (2.89, 0.03, -2.42)  0.480
O (-1.66, -2.74, -1.18)  -0.962
H (-1.04, -2.86, -1.90)  0.454
H (-1.26, -2.05, -0.64)  0.492
C (1.66, 2.56, 0.85)  -0.083
C (1.96, 4.02, 0.59)  -0.067
O (3.35, 4.27, 0.78)  -0.726
O (0.27, 2.26, 0.54)  -0.766
H (1.75, 2.39, 1.97)  0.158
H (2.32, 1.88, 0.34)  0.190
H (1.40, 4.71, 1.27)  0.155
H (1.72, 4.24, -0.39)  0.156
H (3.55, 5.20, 0.59)  0.471
H (0.10, 1.34, 0.76)  0.498
C (-3.97, 0.68, 1.05)  -0.069
C (-3.88, -0.78, 0.51)  -0.096
O (-5.24, -1.28, 0.36)  -0.726
O (-2.65, 1.23, 1.07)  -0.754
H (-4.44, 0.66, 2.06)  0.167
H (-4.47, 1.34, 0.46)  0.170
H (-3.24, -1.45, 1.08)  0.185
H (-3.39, -0.75, -0.52)  0.173
H (-5.22, -2.22, 0.33)  0.474
H (-2.71, 2.19, 1.14)  0.491
C (2.80, -2.28, 0.82)  -0.078
C (1.64, -3.05, 0.06)  -0.080
O (0.73, -3.63, 0.93)  -0.704
O (3.58, -1.59, -0.08)  -0.754
H (3.29, -2.90, 1.56)  0.168
H (2.35, -1.44, 1.40)  0.154
H (2.08, -3.80, -0.60)  0.152
H (1.06, -2.28, -0.55)  0.158
H (1.19, -4.45, 1.22)  0.459
H (3.05, -0.88, -0.49)  0.496